Here is a molecular structure, C25H40BN2O6P2Sn from OMol25. Energies are from the ωB97M-V functional and the def2-TZVPD basis.

The calculation puts the HOMO-LUMO gap at 1.73 eV. The LUMO energy is -6.10 eV. For the HOMO energy, the calculation gives -7.828 eV.

Structure (ORCA input):
```
! wB97M-V def2-TZVPD RIJCOSX def2/J DEFGRID3
* xyz 1 1
C 4.42 -0.80 1.06
O 3.62 -0.69 -0.14
B 2.37 -0.06 0.11
O 2.23 0.56 1.37
P 1.09 -0.11 -1.37
C -0.20 -0.47 -2.75
C -0.44 0.57 -3.86
N -1.57 1.16 -4.04
C 1.67 1.55 -2.12
C 2.85 2.35 -1.46
C 4.31 1.89 -1.85
O 5.21 1.90 -1.05
O 4.51 1.50 -3.16
C -0.12 0.93 -0.27
O -1.31 1.38 -0.91
C -2.49 0.97 -0.29
C -3.46 0.28 -1.17
C -4.77 -0.18 -0.74
C -5.70 -0.85 -1.82
C -5.16 0.04 0.66
C -4.21 0.72 1.55
C -2.89 1.19 1.10
C -1.94 1.96 2.08
C -2.61 2.24 3.50
C -1.64 3.40 1.44
C 0.33 -1.70 -0.53
C 0.89 -2.26 0.78
C 1.98 -3.23 0.98
C 2.40 -3.73 2.28
C 1.74 -3.32 3.51
C 0.60 -2.38 3.36
C -0.11 -1.95 4.69
C 0.21 -1.88 2.05
P 2.63 -1.28 -2.59
N 2.32 -2.94 -2.75
O 2.55 -0.84 -4.23
H 5.32 -1.43 0.79
H 4.84 0.18 1.41
H 3.91 -1.31 1.90
H 2.16 1.53 1.33
H -1.22 -0.78 -2.36
H 0.15 -1.40 -3.29
H 0.39 0.79 -4.59
H -1.43 1.76 -4.87
H 0.82 2.30 -2.17
H 2.01 1.49 -3.20
H 2.76 2.70 -0.41
H 2.81 3.34 -2.03
H 5.25 0.85 -3.17
H -0.33 0.49 0.73
H 0.46 1.88 -0.04
H -3.19 0.12 -2.25
H -5.57 -1.96 -1.84
H -6.76 -0.53 -1.65
H -5.42 -0.41 -2.81
H -6.17 -0.28 1.00
H -4.58 0.88 2.59
H -1.00 1.40 2.33
H -2.82 1.24 3.97
H -3.62 2.71 3.32
H -1.95 2.83 4.18
H -0.60 3.46 1.04
H -1.77 4.18 2.26
H -2.45 3.62 0.66
H -0.74 -1.41 -0.29
H 0.13 -2.56 -1.25
H 2.53 -3.61 0.09
H 3.26 -4.44 2.33
H 2.07 -3.69 4.51
H 0.68 -1.41 5.29
H -0.44 -2.82 5.31
H -0.92 -1.20 4.48
H -0.67 -1.18 2.04
H 2.10 -3.44 -1.90
H 1.69 -3.18 -3.53
H 2.76 -1.61 -4.78
Sn -3.77 4.99 1.40
*
```